66
Properties=species:S:1:pos:R:3 method="wB97M-V/def2-TZVPD" de_lowest_kj_mol=25.8 charge=-2 energy_ev=-286754.722 multiplicity=1
Cs 1.53107 0.84242 2.02022
C 0.61618 0.55527 6.09623
C -0.75339 0.78154 6.08887
C -1.24310 2.02647 5.70546
C -0.36884 3.03696 5.33896
C 1.00537 2.81564 5.35348
C 1.49146 1.57401 5.73057
H 1.00316 -0.41753 6.37758
H -1.44035 -0.00818 6.37053
H -2.31252 2.20155 5.68494
H -0.71309 4.00976 5.00757
H 1.65807 3.61622 5.02587
H 2.55914 1.38693 5.70305
Se 4.66548 1.53032 1.76396
Te 4.42219 4.05564 1.89967
Te 1.67428 4.55844 1.91207
Se 1.29043 6.12920 3.85397
N -2.44803 -0.81079 3.52233
C -2.46166 -1.79828 2.53710
C -1.54886 -2.85205 2.57413
C -1.58089 -3.84514 1.61000
C -2.52948 -3.81932 0.59760
C -3.44120 -2.77380 0.56203
C -3.41313 -1.77656 1.51975
H -2.77220 0.09286 3.20833
H -1.56991 -0.70436 4.01002
H -0.80204 -2.87755 3.36049
H -0.84813 -4.64192 1.64670
H -2.54797 -4.59855 -0.15342
H -4.17594 -2.71552 -0.23134
H -4.10993 -0.94970 1.45896
F -1.94498 2.68498 -2.02946
C -1.41084 2.34066 -3.19907
C -0.57521 1.24633 -3.31731
C -0.08231 0.99130 -4.58545
F 0.73047 -0.06299 -4.78827
C -0.38774 1.75655 -5.69629
F 0.10755 1.46087 -6.90515
C -1.23184 2.84379 -5.53788
F -1.54931 3.60566 -6.59133
C -1.74552 3.13735 -4.28770
F -2.56300 4.18711 -4.14159
Ge -0.00754 0.06661 -1.82421
S -0.93373 0.25711 0.05449
C 1.95478 0.34435 -1.97032
C 2.89126 -0.54796 -2.45817
F 2.53479 -1.78531 -2.85827
C 4.22920 -0.22501 -2.61897
F 5.09813 -1.12407 -3.10159
C 4.66206 1.05056 -2.30965
F 5.94140 1.37938 -2.48657
C 3.76013 1.98930 -1.83816
F 4.16127 3.23066 -1.59568
C 2.44207 1.60827 -1.66497
F 1.58744 2.53648 -1.20373
C -0.36316 -1.80479 -2.41224
C -1.26670 -2.19346 -3.37600
F -1.88249 -1.28246 -4.15501
C -1.60871 -3.51846 -3.60644
F -2.49182 -3.84477 -4.56264
C -1.03072 -4.50886 -2.83568
F -1.34990 -5.79477 -3.03488
C -0.13007 -4.15985 -1.84264
F 0.41384 -5.11424 -1.07620
C 0.17403 -2.82549 -1.64459
F 1.03102 -2.54880 -0.65407



12
Properties=species:S:1:pos:R:3 method="wB97M-V/def2-TZVPD" de_lowest_kj_mol=476.8 charge=0 energy_ev=-9809.373 multiplicity=1
C 1.28148 0.73117 0.17948
C -0.05128 0.72694 -0.06786
C -0.63084 -0.59542 -0.13607
C -1.98334 -0.80688 -0.09710
N -3.04116 0.12681 -0.00143
O -4.16179 -0.28028 0.19024
O -2.77006 1.31369 -0.11413
H 1.81339 -0.27967 0.09472
H 1.83463 1.65097 0.30230
H -0.80817 1.53213 -0.05910
H 0.14968 -1.31048 0.01709
H -2.43519 -1.86048 0.01546



13
Properties=species:S:1:pos:R:3 method="wB97M-V/def2-TZVPD" de_lowest_kj_mol=0.0 charge=+3 energy_ev=-14158.099 multiplicity=1
In -0.66808 -8.58559 -2.90289
F -0.59315 -1.65004 -0.87798
C -0.26925 -0.47588 -0.35836
C 1.07454 -0.14012 -0.16836
C 1.39131 0.98943 0.57721
C 0.34241 1.91078 0.92661
C -0.92398 1.67913 0.52321
C -1.25502 0.39127 0.03511
H 1.88415 -0.82000 -0.38905
H 2.42622 1.25226 0.73937
H 0.59545 2.86621 1.36195
H -1.72204 2.35782 0.78565
H -2.28262 0.22468 -0.25245



50
Properties=species:S:1:pos:R:3 method="wB97M-V/def2-TZVPD" de_lowest_kj_mol=298.7 charge=0 energy_ev=-37509.142 smiles=CCNCCCCS.O.O.O.O.O.O.O.O.O multiplicity=1
C -0.05142 2.20779 2.42312
C 0.39029 1.93709 0.92917
N 1.01445 0.60856 0.91953
C 1.34643 0.31321 -0.56221
C 2.49534 1.21299 -0.96447
C 2.27491 2.43367 -1.89077
C 1.08840 2.33408 -2.78371
S 1.51085 0.91572 -3.91641
H 0.64919 2.15852 3.23957
H -0.61440 1.25520 2.67894
H -0.81229 3.00491 2.33471
H -0.50253 1.99911 0.36571
H 1.00550 2.71791 0.65336
H 1.90603 0.54987 1.42946
H 0.35996 0.58044 -0.95833
H 1.64286 -0.74439 -0.71998
H 3.30088 0.61381 -1.52224
H 3.03927 1.58188 -0.04344
H 3.21637 2.57211 -2.46523
H 2.16849 3.29450 -1.20333
H 0.15221 1.97932 -2.34559
H 0.88608 3.15836 -3.42087
H 0.40598 0.28269 -4.22875
O 2.12219 -1.33334 2.88724
H 1.17897 -1.13449 2.75286
H 2.35143 -0.76921 3.62423
O 1.74508 -4.91019 0.79013
H 1.06999 -4.71530 1.45709
H 2.03917 -3.99718 0.60932
O -1.27801 3.70009 -1.39908
H -0.50071 3.53954 -0.85738
H -1.24939 4.47268 -1.95563
O -3.57580 -0.73333 2.00503
H -3.89389 -1.45085 1.44046
H -2.62747 -0.84649 2.19329
O -0.97464 -5.17979 -0.84412
H -0.84112 -4.79254 -1.70911
H -0.07091 -4.95831 -0.47787
O -0.67157 -1.17870 2.46482
H -0.20339 -0.49337 1.89646
H -0.56879 -1.87890 1.79067
O -3.52209 0.34668 -0.31653
H -3.34109 0.49186 0.61221
H -3.82491 1.11470 -0.79334
O -0.71070 -2.77123 0.43756
H -1.29639 -3.59177 0.31266
H -1.28894 -2.24999 -0.13288
O -1.94407 -1.25873 -1.76948
H -2.18879 -0.75421 -0.97412
H -2.80699 -1.63493 -1.99278



129
Properties=species:S:1:pos:R:3 method="wB97M-V/def2-TZVPD" charge=-1 energy_ev=-193049.662 multiplicity=1
O 1.76991 -1.56997 2.87347
C 1.49059 -0.79044 1.96995
O 0.45202 -0.89326 1.08377
B 0.53714 0.12858 0.07094
O 1.67401 1.02397 0.38462
C 2.28955 0.48258 1.45994
O 3.28342 1.00916 1.99758
O -0.74920 0.90992 0.08381
C -1.37057 0.73590 -1.04329
O -2.47364 1.21549 -1.41130
C -0.43890 0.01344 -2.02746
O 0.64596 -0.35969 -1.34348
O -0.69638 -0.20902 -3.20509
C 2.84989 -6.22502 -0.03222
C 1.64325 -6.43412 -0.84887
O 1.71585 -5.45168 -1.90576
S 3.27599 -5.50413 -2.51895
O 3.69361 -4.21919 -3.08608
O 3.44120 -6.69328 -3.32493
O 3.82686 -5.73197 -0.93013
H 3.17701 -7.16830 0.40516
H 2.74880 -5.49937 0.77481
H 0.77265 -6.26310 -0.21571
H 1.54304 -7.47733 -1.14848
C 5.89966 7.80785 3.53658
C 5.15111 6.53527 3.06924
O 4.53166 6.83900 1.80759
S 4.65766 8.43530 1.34759
O 3.46155 9.30135 1.70627
O 5.16388 8.45692 -0.02325
O 5.97665 8.56843 2.40375
H 6.89443 7.56821 3.91220
H 5.29125 8.35077 4.25988
H 4.53770 6.17409 3.89469
H 5.81698 5.69300 2.88140
C -6.24332 -0.06210 -8.00999
C -5.76636 1.25418 -7.30970
O -6.27784 2.32486 -8.08902
S -7.68733 1.87072 -8.86453
O -7.83646 2.56254 -10.13001
O -8.76137 1.82726 -7.86746
O -7.09210 0.33662 -9.05739
H -6.84200 -0.63633 -7.30292
H -5.55236 -0.73112 -8.52291
H -4.68094 1.34150 -7.35821
H -6.08824 1.44369 -6.28570
C -5.76075 3.06989 3.20888
C -5.95777 2.14345 4.41915
O -7.31184 1.74128 4.38431
S -8.16540 3.05270 3.81837
O -8.29114 3.97072 4.95170
O -9.43993 2.65779 3.10089
O -7.01640 3.61030 2.80133
H -5.38011 2.52053 2.34782
H -4.99720 3.81576 3.42974
H -5.77377 2.62988 5.37708
H -5.37102 1.22489 4.41124
O 10.67668 4.48923 -2.38380
S 9.36072 5.05251 -2.19420
O 8.77441 6.18648 -2.90241
O 8.26060 3.79037 -2.29006
C 6.93874 4.02492 -1.95171
C 6.06898 3.00465 -2.61510
C 9.35718 5.18381 -0.29041
H 6.64287 5.06499 -2.08886
H 6.87856 3.87567 -0.87366
H 6.34177 1.95212 -2.53861
H 6.04157 3.22990 -3.68122
H 5.07587 3.19274 -2.20708
H 8.38715 5.65430 -0.12982
H 10.14050 5.90579 -0.05961
H 9.34575 4.15208 0.06101
O 8.07989 -3.89542 7.49912
S 7.92400 -3.69172 6.03826
O 9.11823 -3.23273 5.24652
O 7.36258 -5.13646 5.42634
C 6.88894 -5.09191 4.07364
C 7.84854 -5.67273 3.07706
C 6.52987 -2.54178 5.81552
H 6.50767 -4.11056 3.79138
H 6.00432 -5.72876 4.07610
H 8.05147 -6.71660 3.31631
H 8.82883 -5.19616 3.07400
H 7.43589 -5.97142 2.11343
H 6.23733 -2.30084 4.79352
H 6.78200 -1.70678 6.46922
H 5.64597 -3.03305 6.22227
O -4.82257 -5.63667 -8.66164
S -3.62443 -6.39460 -9.09648
O -2.98640 -6.31623 -10.38401
O -2.44997 -6.15626 -7.95307
C -1.81124 -4.91351 -7.91875
C -0.67603 -5.03959 -6.98178
C -3.93542 -8.22586 -8.73031
H -2.48374 -4.22262 -7.41029
H -1.50730 -4.60143 -8.91792
H 0.25764 -5.38690 -7.42421
H -1.03935 -5.65808 -6.16106
H -0.48764 -4.03575 -6.60109
H -2.99268 -8.77274 -8.74607
H -4.44070 -8.60907 -9.61684
H -4.45210 -8.42233 -7.79087
O -1.26978 0.74866 7.32666
S -0.50866 -0.27494 8.09681
O 0.95061 -0.17968 8.07600
O -1.06848 -0.31494 9.67594
C -0.77323 0.79320 10.59162
C -1.65321 1.98247 10.25443
C -0.98960 -1.99261 7.58619
H 0.30186 0.82076 10.41404
H -0.90930 0.43468 11.61193
H -2.47218 2.13549 10.95726
H -2.13752 1.76029 9.30355
H -1.05956 2.88655 10.11913
H -1.29069 -2.00149 6.53864
H -1.77227 -2.43325 8.20375
H -0.19195 -2.72931 7.68165
C -10.15874 3.68880 -3.08728
C -11.28136 3.00725 -2.88908
C -11.25295 1.73541 -2.23043
C -10.04405 1.25139 -1.75791
C -8.89203 1.92694 -2.03703
C -8.98618 3.17399 -2.63638
H -10.12003 4.54654 -3.74239
H -12.29077 3.20914 -3.21573
H -12.13106 1.23144 -1.85449
H -10.20156 0.33201 -1.21353
H -7.97670 1.44306 -1.72973
H -8.09649 3.74876 -2.84730



79
Properties=species:S:1:pos:R:3 method="wB97M-V/def2-TZVPD" de_lowest_kj_mol=0.0 charge=+1 energy_ev=-54306.630 multiplicity=1
O -0.94864 -2.54412 -1.42526
O -2.39755 -0.74314 -2.83465
C 0.39683 -2.97406 -1.22334
C 0.79369 -3.42458 0.17113
H 1.04187 -2.14864 -1.56056
H 0.55440 -3.79829 -1.93231
H 0.67168 -2.63535 0.91567
H 1.85313 -3.69399 0.14742
H 0.23613 -4.31349 0.48015
C -1.84351 -2.48362 -0.29874
C -3.16714 -3.05013 -0.73539
H -1.93875 -1.43003 0.01485
H -1.44036 -3.03388 0.56478
H -3.68843 -2.33592 -1.38061
H -3.80886 -3.25826 0.12700
H -3.00050 -3.97557 -1.29853
C -3.42806 0.24979 -3.03908
C -2.13064 -1.56929 -3.99124
C -4.58435 -0.00749 -2.10395
H -3.77615 0.22324 -4.08540
H -2.96817 1.22901 -2.83911
H -5.07421 -0.95769 -2.35609
H -5.31831 0.79708 -2.21798
H -4.25723 -0.03210 -1.05650
C -3.30111 -2.46805 -4.28497
H -1.23784 -2.14313 -3.72975
H -1.90087 -0.91285 -4.84719
H -3.52944 -3.08879 -3.41333
H -3.04756 -3.12228 -5.12052
H -4.18450 -1.87896 -4.56170
H -1.00326 -0.41261 -1.82548
Bi 0.34731 1.43480 1.31315
C -0.28474 0.42461 -1.46771
Si 0.51729 1.25065 -2.97762
H -0.90829 1.14033 -0.90905
H 0.46539 -0.08576 -0.83982
C 1.32757 -0.08614 -4.02372
C 1.81038 2.53743 -2.53215
C -0.71389 2.12957 -4.09802
C 2.16370 0.16528 1.78246
Si 3.64921 1.19589 2.26329
H 2.29285 -0.40595 0.85120
H 1.84382 -0.54116 2.55971
C 3.84197 2.63548 1.08862
C 5.17486 0.09783 2.20260
C 3.47647 1.81669 4.01862
H -0.17499 2.59280 -4.93790
H -1.23936 2.92900 -3.56130
H -1.47204 1.46020 -4.52557
H 2.24471 -0.44847 -3.54141
H 1.59945 0.33458 -5.00366
H 0.66849 -0.94523 -4.19524
H 2.37427 2.28050 -1.62840
H 1.33638 3.51688 -2.38531
H 2.52535 2.63395 -3.36326
H 5.27756 -0.39061 1.22509
H 5.11840 -0.68578 2.97095
H 6.08021 0.69195 2.38844
H 2.93791 1.09614 4.64845
H 2.94934 2.78057 4.06906
H 4.48247 1.94981 4.44403
H 4.76912 3.17066 1.34620
H 3.00998 3.34936 1.17301
H 3.92515 2.30093 0.04402
C -0.80497 -0.13808 5.49296
C -0.52271 0.71901 4.31134
N -0.54001 0.22168 3.05187
O -0.81702 -1.17246 2.91823
C -0.13482 2.06573 4.40767
C -0.08148 2.88004 5.63598
N 0.32013 2.61895 3.23149
O 0.91983 3.75729 3.19469
H -1.52730 -0.93518 5.27958
H -1.23751 0.47619 6.29270
H 0.11444 -0.59387 5.90244
H -0.46266 -1.56354 3.74575
H 0.91077 2.83840 6.11171
H -0.30939 3.92750 5.40856
H -0.81592 2.50875 6.35699



21
Properties=species:S:1:pos:R:3 method="wB97M-V/def2-TZVPD" de_lowest_kj_mol=135.1 charge=-1 energy_ev=-18000.441 multiplicity=1
C 1.20329 -1.72471 -0.86053
C 2.57858 0.19011 0.75559
C 1.28602 1.04817 -0.97328
C -1.75494 0.84066 0.58899
C -1.07633 1.10941 -0.81739
C -1.08506 -1.55454 0.26790
C 0.18636 -0.96121 -0.37954
N 2.20010 -2.26762 -1.12734
N -1.96561 -0.53200 0.89926
N 0.18768 0.43869 -0.83345
O 2.53379 0.39979 -0.50446
O 1.75479 0.47214 1.58157
O 1.48512 2.19358 -1.37688
H 3.47143 -0.38897 1.00655
H -1.08185 1.29122 1.34223
H -2.65748 1.40769 0.55065
H -1.74034 0.83391 -1.65981
H -0.90198 2.28317 -1.02996
H -1.67316 -2.13442 -0.39276
H -0.88631 -2.28678 1.04793
H -2.06410 -0.65829 1.91473



37
Properties=species:S:1:pos:R:3 method="wB97M-V/def2-TZVPD" de_lowest_kj_mol=10.3 charge=0 energy_ev=-22107.531 smiles=OCCNCCCCCOc1ccc(F)cc1 multiplicity=1
O 6.73123 1.35595 -0.21840
C 6.29442 0.16416 0.37853
C 4.92148 0.35311 1.03506
N 3.99656 0.90389 0.05387
C 3.40299 -0.04200 -0.87365
C 2.39764 -1.04404 -0.28178
C 1.17339 -0.35946 0.32274
C 0.11611 -1.35174 0.81152
C -0.69446 -1.95045 -0.34155
O -1.41564 -0.97273 -1.06328
C -2.55023 -0.43705 -0.54017
C -3.11332 0.60374 -1.28440
C -4.27623 1.21903 -0.87410
C -4.88251 0.78927 0.29388
F -6.02196 1.38905 0.70692
C -4.34964 -0.23704 1.04642
C -3.18027 -0.85134 0.62985
H 5.95189 1.74267 -0.64330
H 7.03800 -0.11315 1.12926
H 6.24488 -0.64054 -0.37080
H 5.02430 1.08357 1.84067
H 4.59112 -0.59997 1.47282
H 3.26336 1.42965 0.51504
H 4.21374 -0.59578 -1.35296
H 2.89833 0.54804 -1.64501
H 2.88715 -1.65281 0.48221
H 2.08925 -1.71245 -1.08662
H 0.71810 0.29914 -0.42053
H 1.48525 0.25490 1.17099
H 0.59107 -2.16540 1.36298
H -0.56668 -0.83473 1.48889
H -0.02545 -2.39329 -1.08337
H -1.36374 -2.73796 0.02539
H -2.61590 0.91020 -2.19060
H -4.71497 2.02208 -1.44432
H -4.84459 -0.55274 1.95121
H -2.78036 -1.65411 1.22830



20
Properties=species:S:1:pos:R:3 method="wB97M-V/def2-TZVPD" de_lowest_kj_mol=328.9 charge=0 energy_ev=-14023.485 smiles="N=C=C1C=CC=C1.CC(=O)O" multiplicity=1
N 0.36741 -2.71097 1.21368
C -0.03827 -1.75883 0.61104
C -0.82425 -0.80870 0.21790
C -0.88060 0.11564 -0.86065
C -1.97139 0.88108 -0.75814
C -2.70553 0.53434 0.43708
C -2.16657 -0.59447 0.94643
H 0.63992 -3.66359 1.05596
H -0.08116 0.12524 -1.56519
H -2.38424 1.62420 -1.38077
H -3.57391 1.09426 0.72439
H -2.47416 -1.16341 1.79711
C 1.63704 1.56410 -0.79362
C 1.88655 0.15288 -0.15413
O 1.56710 -0.93462 -0.47938
O 2.82508 0.27960 0.72449
H 2.47637 2.17484 -0.31579
H 0.72606 2.03232 -0.44354
H 1.75237 1.66496 -1.81245
H 3.22216 -0.60887 0.83559